51
Properties=species:S:1:pos:R:3:forces:R:3 method="wB97M-V/def2-TZVPD" homo_ha="-0.2450 / -0.2334" charge=-1 energy_ev=-108864.3399 largest_force_ev_per_a=5.0 spin_multiplicity=4
V 14.330 19.450 6.173 -2.6 -0.4 1.5
N 11.602 20.533 7.833 -3.9 -2.6 -1.0
O 11.395 20.066 8.937 0.8 0.8 1.3
O 10.654 20.881 7.111 -0.3 1.4 0.2
O 12.662 20.347 7.252 4.7 0.2 -1.3
N 14.489 18.101 9.337 0.8 3.4 -1.1
O 13.350 18.014 9.776 -1.2 -1.0 0.3
O 14.669 18.449 8.169 -0.1 -1.1 -0.6
O 15.412 18.156 10.105 0.6 -1.2 1.1
N 11.859 17.206 6.543 0.0 4.1 2.9
O 11.572 17.474 7.737 0.2 -1.6 -1.1
O 11.238 16.561 5.780 -1.2 -2.2 -1.1
O 12.802 17.937 6.057 2.7 0.8 -1.4
C 17.273 21.786 9.055 -0.8 -2.2 -2.7
F 18.011 20.868 8.271 -1.0 1.4 1.6
F 16.977 21.246 10.221 0.3 0.2 -0.2
F 17.977 22.873 9.182 -0.1 0.2 0.2
S 15.608 22.070 8.017 -2.6 3.9 -1.0
O 15.358 20.904 7.110 1.0 -1.1 -0.4
O 14.461 22.223 8.903 2.0 -0.6 0.1
O 15.849 23.300 7.206 0.6 -2.6 1.5
C 16.696 15.686 4.819 -0.2 -0.9 1.3
F 17.221 15.316 6.032 -1.1 0.5 -1.1
F 17.516 15.095 3.918 -1.4 0.8 0.4
F 15.381 15.210 4.725 2.8 0.8 0.0
S 16.739 17.570 4.616 2.4 2.0 -1.7
O 16.471 17.736 3.218 -0.1 -0.9 -0.6
O 15.643 18.181 5.363 -1.9 0.1 1.9
O 17.999 18.145 5.057 -0.9 -1.7 0.2
C 13.323 22.842 3.340 -0.1 0.8 0.5
C 13.263 21.910 4.539 -1.1 0.8 0.7
N 13.881 20.585 4.335 0.7 0.1 -1.4
C 15.167 20.828 3.582 2.4 -0.1 0.3
C 16.332 21.637 4.323 -1.3 -0.1 -0.3
C 13.018 19.895 3.315 -0.1 -1.0 -0.8
C 11.571 19.582 3.642 -0.3 -1.0 1.0
H 14.346 23.217 3.307 0.0 0.0 -0.8
H 12.728 23.721 3.584 -0.1 0.0 0.2
H 12.914 22.495 2.391 0.4 -0.2 0.0
H 13.719 22.472 5.354 0.3 -0.5 0.2
H 12.236 21.754 4.867 0.0 -0.1 0.0
H 15.649 19.884 3.328 -0.4 -0.4 0.4
H 14.975 21.202 2.577 -0.4 0.6 0.3
H 16.878 20.956 4.976 0.0 0.1 0.0
H 17.028 22.097 3.622 0.0 -0.5 -0.4
H 16.015 22.502 4.905 -0.4 -0.3 0.2
H 13.445 18.941 3.004 0.7 -0.1 0.8
H 13.041 20.356 2.327 0.3 1.0 0.3
H 11.202 19.874 4.625 0.3 0.3 0.1
H 11.584 18.494 3.695 -0.7 0.0 0.0
H 10.823 19.907 2.918 0.3 0.1 -0.2